C32H50P2Sm as an isolated structure in a non-equilibrium geometry, computed with ωB97M-V with the def2-TZVPD basis set.

The geometry in XYZ format:
```
85
Properties=species:S:1:pos:R:3:forces:R:3
Sm 0.6978 -1.0817 -1.1466 2.874 7.234 -0.908
C 3.2936 -0.7866 -0.9532 -0.704 0.960 -0.977
C 3.0117 -0.9461 -2.3576 -0.260 0.896 0.643
C 2.1411 1.0932 -1.6801 0.578 -1.181 -0.318
C 2.7977 0.4939 -0.5634 -0.060 -0.483 -1.022
C 2.3090 0.2306 -2.8107 0.482 -0.684 1.435
C 3.9543 -1.7719 -0.0562 0.454 -0.111 0.314
H 3.8169 -2.8001 -0.4083 0.110 0.087 0.024
H 3.5527 -1.7111 0.9674 0.139 -0.025 -0.192
H 5.0340 -1.5832 0.0116 -0.124 -0.164 0.048
C 2.9321 1.1066 0.7764 -0.185 0.242 0.527
H 3.7578 0.6519 1.3305 -0.010 0.179 -0.019
H 2.0125 0.9548 1.3501 0.339 0.187 0.090
H 3.0987 2.1921 0.7000 0.068 -0.335 0.061
C 1.2833 2.3061 -1.6378 -0.169 0.602 0.122
H 1.8674 3.2150 -1.4359 -0.116 -0.100 -0.079
H 0.5220 2.2461 -0.8428 0.099 0.004 -0.135
H 0.7475 2.4505 -2.5817 0.117 0.041 0.123
C 1.7490 0.4540 -4.1697 -0.225 0.248 -0.344
H 2.2992 -0.1391 -4.9106 -0.231 0.236 0.047
H 1.8306 1.5202 -4.4264 -0.012 -0.362 -0.144
H 0.6741 0.1897 -4.2374 0.388 0.105 -0.119
C 3.5254 -2.0729 -3.1797 0.317 -0.261 -0.307
H 4.6127 -1.9641 -3.3231 -0.289 -0.130 -0.045
H 3.0599 -2.0978 -4.1698 0.110 -0.069 0.111
H 3.3590 -3.0506 -2.7044 0.047 0.160 -0.115
C -0.4944 -2.5827 0.1413 0.165 -3.923 1.942
C 0.7090 -3.1613 -0.2134 -2.657 -3.029 2.685
C 0.8099 -4.2855 -1.2263 0.268 -0.269 -0.110
C 0.4433 -3.9474 -2.7047 -0.061 -0.052 -0.313
C 0.2285 -2.4660 -3.0207 -0.388 -0.992 -1.304
C -0.9495 -1.8143 -2.6831 -1.292 -0.601 -1.381
C -2.0760 -2.5634 -1.9930 -0.285 0.239 -0.274
C -1.8260 -2.9061 -0.4934 -0.602 0.179 0.362
H 0.1607 -5.1206 -0.8772 0.323 0.544 -0.087
H -0.4529 -4.5439 -2.9708 0.349 0.437 0.021
H 1.8346 -4.6796 -1.2217 -0.223 0.173 0.177
H -2.0317 -3.9817 -0.3354 0.204 0.337 0.004
H -0.5252 -1.9974 1.0820 0.160 0.164 -0.794
H 1.5540 -3.0325 0.4834 -0.156 0.370 -0.434
H -2.5858 -2.3552 0.0782 0.217 -0.250 0.004
H -2.9883 -1.9433 -2.0511 0.408 -0.310 0.044
H -1.2226 -0.8789 -3.2097 0.193 -0.471 0.307
H -2.3137 -3.5086 -2.5196 0.208 0.484 0.082
H 1.2580 -4.3335 -3.3375 -0.345 0.224 0.179
H 0.8621 -2.0427 -3.8049 -0.209 -0.122 0.244
P 0.0540 -0.6754 3.8095 0.230 2.092 -0.035
C 0.8126 0.3864 5.0859 0.288 -0.342 0.295
H 0.5478 -0.0073 6.0803 0.209 0.194 -0.255
H 0.4149 1.4046 4.9854 0.085 -0.257 -0.075
H 1.9089 0.4043 4.9907 -0.375 0.085 -0.033
C -1.5664 -0.9843 4.5441 -0.116 -0.464 -0.003
H -1.4016 -1.1215 5.6232 -0.194 -0.072 -0.336
H -2.0214 -1.8886 4.1268 -0.057 0.199 0.082
H -2.2290 -0.1245 4.3866 0.262 -0.201 -0.033
C 1.0045 -2.2033 3.7592 -0.044 -0.200 0.111
H 0.5149 -2.9409 3.1066 0.201 0.209 0.169
H 1.0621 -2.6102 4.7832 -0.005 0.107 -0.401
H 2.0244 -1.9926 3.4005 -0.385 -0.041 0.064
P -3.1866 1.7786 -1.3544 1.333 -0.752 0.241
C -3.6105 1.9903 -3.1193 -0.152 0.145 -0.044
H -4.6686 2.2474 -3.2622 0.241 0.003 -0.150
H -3.3790 1.0444 -3.6286 -0.209 0.222 0.077
H -2.9647 2.7593 -3.5641 -0.233 -0.125 0.111
C -4.5952 0.8001 -0.7256 -0.184 0.043 -0.047
H -4.5181 -0.2218 -1.1230 -0.135 0.285 -0.013
H -5.5621 1.2429 -1.0087 0.153 -0.231 0.222
H -4.4991 0.7191 0.3628 -0.170 0.110 -0.142
C -3.3684 3.4183 -0.5787 -0.201 0.191 -0.017
H -4.3710 3.8407 -0.7337 0.270 0.081 0.103
H -2.5992 4.0773 -1.0040 -0.291 -0.071 0.011
H -3.1405 3.3511 0.4968 -0.196 -0.077 -0.337
C -0.0410 0.1652 2.2531 0.077 -2.294 0.103
C -0.2445 1.3728 1.9451 -0.827 1.121 -0.297
C -0.5897 2.7371 2.1323 0.398 -0.091 0.442
C 0.2699 3.7803 1.7077 0.044 -0.043 0.190
C 0.1129 5.0623 2.2269 -0.092 -0.159 0.031
C -0.8958 5.3224 3.1630 0.185 0.212 -0.079
C -1.8240 4.3338 3.4957 0.037 -0.161 -0.323
C -1.7093 3.0641 2.9410 0.053 -0.022 0.272
H 1.0995 3.5377 1.0389 -0.286 0.158 0.256
H 0.8033 5.8570 1.9281 -0.260 -0.308 0.148
H -0.9395 6.2977 3.6438 -0.099 -0.170 -0.184
H -2.6194 4.5433 4.2118 0.168 -0.028 -0.258
H -2.4193 2.2765 3.2104 0.263 0.242 -0.046
```
Positions in Å, forces in eV/Å.

Results
Gap between HOMO and LUMO (alpha / beta)   4.038 / 6.511 eV
Energy relative to the best compared isomer or geometry (same formula, charge and spin)   84.8 kcal per mole
Multiplicity   6
E_HOMO (alpha / beta)   -7.750 / -10.105 eV
Expectation value of S²   9.2427
Net charge   +1